The following is a quantum chemistry calculation of a structure of composition C43H35N2P2PtSi, from the OMol25 dataset.

Geometry (Å):
Pt 0.111 0.413 0.000
C -0.514 -2.386 2.288
Si -0.502 -1.763 0.533
C 0.728 -2.808 -0.441
C 0.565 -4.188 -0.598
C 1.503 -4.948 -1.278
C 2.633 -4.343 -1.821
C 2.815 -2.979 -1.681
C 1.870 -2.219 -0.994
P 2.095 -0.426 -0.803
C 2.762 0.121 -2.406
C 1.910 0.123 -3.509
C 2.371 0.488 -4.761
C 3.700 0.857 -4.928
C 4.562 0.839 -3.843
C 4.099 0.468 -2.586
C 3.451 -0.203 0.379
C 3.852 -1.240 1.215
C 4.819 -1.017 2.189
C 5.397 0.234 2.326
C 5.012 1.273 1.485
C 4.039 1.057 0.523
C -2.234 -1.942 -0.199
C -3.193 -2.816 0.311
C -4.466 -2.890 -0.242
C -4.802 -2.096 -1.329
C -3.867 -1.218 -1.857
C -2.604 -1.126 -1.282
P -1.358 0.038 -1.912
C -1.637 0.060 -3.710
C -1.435 -1.133 -4.410
C -1.606 -1.171 -5.783
C -1.967 -0.017 -6.471
C -2.158 1.170 -5.783
C -1.992 1.213 -4.404
C -1.765 1.720 -1.328
C -2.912 2.021 -0.587
C -3.103 3.298 -0.087
C -2.155 4.290 -0.319
C -1.021 4.011 -1.066
C -0.822 2.732 -1.574
H -0.694 -3.465 2.312
H -1.278 -1.899 2.896
H 0.458 -2.205 2.751
H -0.314 -4.677 -0.192
H 1.353 -6.014 -1.394
H 3.363 -4.935 -2.356
H 3.688 -2.505 -2.118
H 0.882 -0.184 -3.398
H 1.692 0.480 -5.605
H 4.065 1.146 -5.905
H 5.602 1.107 -3.970
H 4.791 0.440 -1.756
H 3.412 -2.223 1.110
H 5.121 -1.829 2.838
H 6.151 0.404 3.083
H 5.464 2.251 1.588
H 3.740 1.874 -0.126
H -2.950 -3.456 1.152
H -5.195 -3.575 0.172
H -5.791 -2.159 -1.765
H -4.127 -0.607 -2.714
H -1.149 -2.036 -3.881
H -1.457 -2.099 -6.318
H -2.101 -0.048 -7.544
H -2.442 2.067 -6.316
H -2.148 2.146 -3.878
H -3.647 1.247 -0.400
H -3.994 3.526 0.483
H -2.311 5.286 0.075
H -0.292 4.786 -1.261
H 0.052 2.522 -2.181
N 3.644 4.223 4.058
C 2.630 3.783 3.747
C 1.362 3.239 3.332
C 0.171 3.568 3.967
C -0.996 2.989 3.505
C -0.931 2.111 2.437
N 0.216 1.802 1.820
C 1.342 2.356 2.263
H 0.168 4.253 4.804
H -1.949 3.203 3.966
H -1.819 1.624 2.052
H 2.258 2.076 1.768

As for the spin multiplicity: 3. The expectation value of S² is 2.011. The frontier orbital gap (spin up / spin down) is 6.1 / 7.8 eV. Its HOMO energy (spin up / spin down) is -8.7 / -11.5 eV. Its total charge is +1.



The following is a quantum chemistry calculation of the molecule C2H3N3O at a distorted geometry, from the OMol25 dataset.

Geometry (Å):
C 1.417 0.146 0.790
C -0.207 -1.518 0.043
N 1.742 -1.009 0.857
N 0.946 -2.048 0.505
N -0.311 -0.265 -0.243
O -1.396 0.571 -0.577
H 1.689 1.133 1.110
H -0.788 -2.250 -0.309
H -1.070 1.415 -0.150

The energy above the lowest of the compared OMol25 structures with the same formula, charge and spin comes out at 135.1 kcal per mole. The frontier orbital gap is 9.3 eV. Its HOMO energy is -8.9 eV. Its total charge is 0.



The following is a quantum chemistry calculation of a structure of composition C10H16N2O7W at a distorted geometry, from the OMol25 dataset.

Geometry (Å):
W -0.288 0.139 0.035
C 3.579 -1.053 -2.222
N 3.129 -1.820 -1.012
C 4.055 -2.937 -0.619
C 2.068 -1.588 -0.365
O 1.230 -0.570 -0.755
C 1.542 -2.335 0.842
O 0.382 -1.563 1.295
C 0.144 -1.446 2.735
C -0.136 0.023 2.971
O -0.343 0.709 1.796
N -0.225 0.621 4.081
C -0.538 2.081 4.245
C -0.039 -0.119 5.378
H 4.512 -0.561 -1.951
H 2.825 -0.337 -2.523
H 3.758 -1.787 -3.005
H 5.013 -2.485 -0.361
H 4.165 -3.575 -1.494
H 3.655 -3.509 0.212
H 2.280 -2.388 1.642
H 1.210 -3.339 0.568
H 1.012 -1.803 3.288
H -0.729 -2.052 2.990
H -0.399 2.609 3.309
H 0.143 2.455 5.007
H -1.567 2.148 4.600
H -0.156 -1.190 5.241
H -0.806 0.248 6.057
H 0.950 0.137 5.760
O -3.756 0.192 -1.944
C -2.730 0.458 -1.554
O -1.848 -0.457 -0.586
C -1.847 1.761 -1.818
O -2.076 2.604 -2.542
O -0.612 1.617 -0.923

The frontier orbital gap is 8.2 eV. Its HOMO energy is -25.3 eV. Its total charge is +4.



The following is a quantum chemistry calculation of a structure of composition C36H49AlAsFN5O12SSb, from the OMol25 dataset.

Geometry (Å):
Al 0.909 -0.144 -1.408
O -2.426 1.527 0.978
As -1.758 1.337 -0.635
O -1.733 2.823 -1.322
O -0.300 0.537 -0.313
C -3.017 0.031 -1.311
C -3.959 -0.489 -0.431
C -4.853 -1.461 -0.861
C -4.818 -1.918 -2.168
C -3.881 -1.409 -3.055
C -2.990 -0.441 -2.624
S -1.787 0.186 -3.764
O -1.446 -0.849 -4.705
O -2.385 1.373 -4.383
O -0.688 0.562 -2.850
H -2.324 2.450 1.243
H -3.978 -0.148 0.595
H -5.566 -1.875 -0.160
H -5.504 -2.689 -2.494
H -3.808 -1.779 -4.070
C -1.009 0.707 -7.638
C 0.439 1.167 -7.583
N 0.955 1.218 -6.208
C 1.351 0.065 -5.643
C 1.697 -0.056 -4.329
C 1.665 -1.449 -3.736
O 2.012 -2.393 -4.409
O 1.136 -1.514 -2.551
C 1.758 1.109 -3.544
O 1.944 1.079 -2.275
C 1.422 2.356 -4.159
C 1.351 3.520 -3.371
C 0.617 4.570 -3.801
F 0.604 5.704 -3.074
C -0.204 4.489 -4.958
C 0.050 3.444 -5.827
C 0.866 2.365 -5.437
N -1.278 5.389 -5.111
C -2.072 5.580 -3.883
C -2.810 4.311 -3.502
N -3.690 3.866 -4.643
C -2.959 3.786 -5.949
C -2.194 5.085 -6.200
H -1.354 0.709 -8.673
H -1.660 1.343 -7.038
H -1.107 -0.298 -7.229
H 0.585 2.148 -8.032
H 1.078 0.476 -8.130
H 1.302 -0.820 -6.264
H 1.834 3.545 -2.405
H -0.504 3.349 -6.744
H -2.742 6.429 -4.042
H -1.438 5.830 -3.042
H -3.447 4.448 -2.631
H -2.125 3.493 -3.287
H -4.475 4.511 -4.733
H -4.060 2.940 -4.417
H -3.689 3.572 -6.729
H -2.288 2.942 -5.829
H -2.876 5.932 -6.308
H -1.654 5.004 -7.142
C 1.236 -4.037 3.883
C 1.555 -5.022 2.766
C 1.872 -4.352 1.421
C 2.195 -5.442 0.371
C 2.546 -4.902 -1.012
C 3.120 -3.508 1.592
O 4.138 -3.918 2.104
N 3.045 -2.225 1.100
C 1.953 -1.739 0.415
O 2.145 -0.606 -0.159
N 0.799 -2.336 0.333
C 0.646 -3.581 0.898
O -0.437 -4.130 0.940
H 1.005 -4.564 4.809
H 0.366 -3.430 3.627
H 2.077 -3.368 4.082
H 0.710 -5.691 2.601
H 2.422 -5.627 3.038
H 1.315 -6.084 0.313
H 3.022 -6.036 0.767
H 1.747 -4.287 -1.428
H 2.724 -5.722 -1.707
H 3.456 -4.297 -0.987
H 3.876 -1.654 1.124
C 0.980 0.296 6.362
C -0.030 -0.437 5.484
Sb 0.410 -0.207 3.380
C -0.046 1.911 3.312
C -1.273 2.428 4.054
C -1.397 -1.139 2.645
C -2.735 -0.849 3.313
H 0.777 0.150 7.426
H 0.963 1.373 6.173
H 1.999 -0.047 6.172
H -1.043 -0.076 5.674
H -0.029 -1.508 5.698
H -0.072 2.174 2.252
H 0.855 2.385 3.712
H -2.196 1.999 3.667
H -1.352 3.518 3.984
H -1.231 2.181 5.117
H -1.182 -2.208 2.712
H -1.420 -0.928 1.577
H -2.699 -1.001 4.394
H -3.507 -1.520 2.922
H -3.067 0.171 3.128

The energy above the lowest of the compared OMol25 structures with the same formula, charge and spin comes out at 0.0 kcal per mole. The frontier orbital gap is 6.6 eV. Its HOMO energy is -7.4 eV. Its total charge is 0.



The following is a quantum chemistry calculation of a structure of composition C2H6NO3 at a distorted geometry, from the OMol25 dataset.

Geometry (Å):
O -1.984 0.493 1.101
C -0.921 0.845 0.560
N 0.213 0.216 0.351
C 1.993 0.324 -0.360
O 2.763 -0.613 -0.089
H -0.916 1.922 0.267
H 0.415 -0.473 1.075
H 2.220 1.331 0.037
H 1.573 0.451 -1.376
H -1.120 -1.768 -0.792
H -2.176 -0.964 -0.112
O -2.060 -1.763 -0.662

The energy above the lowest of the compared OMol25 structures with the same formula, charge and spin comes out at 49.6 kcal per mole. The frontier orbital gap is 8.8 eV. Its HOMO energy is -4.5 eV. Its total charge is -1.



The following is a quantum chemistry calculation of a cluster of 2 separate species, C2H6O2Si in total at a distorted geometry, from the OMol25 dataset.

Geometry (Å):
C -1.132 -0.760 1.523
C -0.044 0.172 -1.781
O -1.957 0.184 0.790
O 2.437 1.357 0.732
Si -0.469 0.178 0.086
H -0.893 -0.599 2.502
H -1.446 -1.841 1.485
H -0.263 -0.756 -2.235
H -0.457 0.933 -2.501
H 1.090 0.322 -1.723
H 3.134 0.810 1.123

The energy above the lowest of the compared OMol25 structures with the same formula, charge and spin comes out at 140.2 kcal per mole. The frontier orbital gap (spin up / spin down) is 9.5 / 5.9 eV. Its HOMO energy (spin up / spin down) is -10.3 / -7.5 eV. Its total charge is 0.



| no. | energy (hartree) |
| --- | --- |
| 1 | -2860.46892 |
| 2 | -317.31698 |
| 3 | -1092.19544 |
| 4 | -5794.69455 |
| 5 | -360.29212 |
| 6 | -519.59932 |